CHBr2NO | wB97M-V/def2-TZVPD

Positions of all 6 atoms, in Å:
C (-0.033, 0.132, -0.241)
N (0.644, -0.048, 1.031)
O (0.111, -0.901, 1.701)
Br (1.324, 0.350, -1.687)
Br (-1.384, 1.501, -0.227)
H (-0.663, -1.034, -0.577)

multiplicity	1
E	-144671.9883	eV
total charge	0
orbital gap	8.951	eV
energy relative to the best compared isomer or geometry (same formula, charge and spin)	2.9151	eV
LUMO	-1.366	eV

natural (NBO) atomic charge list, values in e, 5 entries:
1 C -0.3313
2 N 0.0994
3 O -0.2188
4 Br 0.0631
5 Br 0.1257